DFT (wB97M-V/def2-TZVPD) results for a structure of composition C24H18Br3F5InN2O3S2.

Highest occupied orbital energy (Ha): -0.391
Relative energy (zero: lowest compared OMol25 entry of this formula, charge and spin) (kcal per mole): 0.0
Multiplicity: 1
Total charge: +1
E (eV): -284858.1992
LUMO energy (eV): -3.009

The geometry in XYZ format:
```
58
C24H18Br3F5InN2O3S2, DFT wB97M-V/def2-TZVPD
In 0.0836 1.1608 0.1190
Br 4.7813 -0.9153 -0.2432
C 3.8777 -0.3773 1.3187
C 4.5067 -0.5406 2.5699
C 3.8806 -0.1727 3.7235
Br 4.7682 -0.3965 5.3739
C 2.5747 0.3800 3.6827
C 1.8278 0.7951 4.8060
C 0.5711 1.3131 4.6464
C 0.0357 1.4203 3.3571
N 0.7119 1.0393 2.2952
C 1.9632 0.5257 2.4226
C 2.6145 0.1559 1.2005
O 2.0031 0.3387 0.0516
H 5.5034 -0.9576 2.6013
H 2.2628 0.7001 5.7916
H -0.0152 1.6339 5.4947
H -0.9601 1.8122 3.1820
O 2.0643 3.5692 -5.4784
C 1.5910 3.0106 -4.3628
C 0.7592 1.8896 -4.3511
C 0.3369 1.4013 -3.1382
N 0.6878 1.9514 -1.9692
C 1.4697 3.0260 -2.0040
Br 1.8873 3.7846 -0.3246
C 1.9558 3.5987 -3.1531
H 1.7567 3.1073 -6.2619
H 0.4465 1.4122 -5.2696
H -0.3163 0.5399 -3.0797
H 2.5904 4.4709 -3.1334
F -5.6654 -1.9561 -0.4514
C -4.8389 -0.9380 -0.2512
C -3.9254 -0.9791 0.7884
F -3.8517 -2.0547 1.5730
C -3.0645 0.0826 0.9770
F -2.1482 -0.0181 1.9599
C -3.0449 1.1880 0.1383
S -1.8926 2.5202 0.3574
C -3.9637 1.1964 -0.9050
F -3.9962 2.2161 -1.7578
C -4.8598 0.1573 -1.0984
F -5.7277 0.1984 -2.1000
C 0.0947 -2.5602 1.5767
C 0.9015 -2.7013 0.2984
S 0.1670 -1.9116 -1.1448
O -0.6524 -0.7044 -0.6350
C -1.1569 -3.0622 -1.5285
C -2.0405 -2.4928 -2.6286
H 0.6841 -2.9518 2.4051
H -0.8424 -3.1129 1.5446
H -0.1320 -1.5155 1.7886
H 1.0424 -3.7399 -0.0094
H 1.8889 -2.2462 0.3824
H -1.7151 -3.2280 -0.6068
H -0.6699 -3.9916 -1.8300
H -2.4949 -1.5543 -2.3107
H -2.8403 -3.1962 -2.8544
H -1.4756 -2.3209 -3.5453
```

DFT (wB97M-V/def2-TZVPD) results for the molecule C3H2ClN3O2.

Highest occupied orbital energy (Ha): -0.348
Relative energy (zero: lowest compared OMol25 entry of this formula, charge and spin) (kcal per mole): 36.6
Multiplicity: 1
Total charge: 0
E (eV): -24228.7880
LUMO energy (eV): -0.089
SMILES: O=C(Cl)n1[nH]ncc1=O

The geometry in XYZ format:
```
11
C3H2ClN3O2, DFT wB97M-V/def2-TZVPD
O -1.0216 2.2848 1.1479
C -0.4120 1.9229 0.1867
Cl 0.1168 2.7486 -1.1942
N -0.0660 0.3519 0.0357
N -0.3392 -0.4257 1.1924
N -0.0838 -1.6955 0.8619
C 0.5685 -1.7691 -0.2507
C 0.5259 -0.4281 -0.9275
O 0.8536 -0.0022 -2.0014
H -1.1885 -0.4243 1.7359
H 1.0464 -2.5634 -0.7868
```